(1)
This record from the OMol25 dataset describes a 10-piece molecular cluster, H20O10 overall at a distorted geometry. The level of theory is wB97M-V/def2-TZVPD.

```
30
Properties=species:S:1:pos:R:3:forces:R:3
O -0.59645 0.01953 -0.02853 0.90 -0.37 -0.32
H 0.31324 0.19505 0.23727 0.04 0.06 -0.06
H -0.51775 -0.68148 -0.68532 0.08 0.22 -0.18
O 0.80286 -3.33108 1.30196 -0.14 0.12 -0.33
H 0.11927 -3.89298 1.68399 0.01 -0.03 0.12
H 0.35812 -2.48906 1.15294 -0.16 0.03 0.21
O -0.55990 -4.25809 -1.28810 -0.02 0.23 -0.23
H -0.92759 -3.52758 -1.79815 0.13 -0.30 0.11
H -0.06658 -3.82602 -0.58175 0.27 -0.18 0.20
O -1.79648 1.88217 -1.87344 0.15 0.28 -0.11
H -1.57958 2.33854 -1.05267 -0.03 -0.19 0.00
H -1.89282 2.59215 -2.51814 -0.15 -0.06 -0.02
O 2.81500 4.09715 1.22622 -0.25 -0.11 -0.20
H 1.95063 4.48949 1.05910 0.13 0.08 0.08
H 2.94906 3.49942 0.48209 0.16 0.03 0.04
O -3.10809 -2.72427 -1.97794 0.23 0.09 -0.13
H -2.32211 -2.16888 -1.92536 -0.32 0.17 -0.03
H -2.81928 -3.49206 -2.48398 -0.24 -0.09 0.04
O 1.69304 1.49079 -2.32206 -0.02 0.07 0.11
H 1.21948 1.97443 -1.63589 -0.06 -0.10 -0.14
H 1.13777 1.58879 -3.10377 0.02 -0.06 0.07
O 1.01873 2.46884 3.61863 -0.22 -0.10 -0.18
H 0.41585 2.94307 3.03500 0.10 0.00 0.14
H 1.44003 1.82012 3.04360 0.14 0.10 0.10
O -2.59399 0.21380 1.43209 -0.78 0.29 0.40
H -2.48541 1.12774 1.71830 -0.08 -0.15 0.05
H -2.61775 0.27053 0.47021 0.07 -0.04 0.21
O 2.88728 -0.76509 1.11365 -0.40 0.29 -0.14
H 2.03997 -0.96388 1.52781 0.22 -0.21 0.19
H 2.72346 -0.89115 0.17223 0.21 -0.07 -0.03
```
Positions in Å, forces in eV/Å.

The value obtained for the relative energy (zero: lowest compared OMol25 entry of this formula, charge and spin) is 96.6 kcal per mole. Its SMILES is O.O.O.O.O.O.O.O.O.O. Its total charge is 0.

Here are the natural (NBO) charges for atoms 1 to 5, given in e: atom 1 (O): -0.939, atom 2 (H): 0.470, atom 3 (H): 0.467, atom 4 (O): -0.940, atom 5 (H): 0.485

=====

(2)
This record from the OMol25 dataset describes C34H31GeN4Pt as an isolated structure. The level of theory is wB97M-V/def2-TZVPD.

```
71
Properties=species:S:1:pos:R:3:forces:R:3
Pt -0.28721 -1.55788 -0.90209 0.05 -0.04 -0.17
C -1.24143 -0.79702 -5.05755 0.24 0.03 -0.14
C -1.38479 -1.01624 -3.68798 -0.03 -0.01 0.12
N -0.34168 -1.01115 -2.86068 -0.05 0.01 -0.01
C 0.90052 -0.81672 -3.38128 0.01 -0.02 -0.02
C 1.13604 -0.59355 -4.73484 0.06 0.03 -0.11
C 0.01504 -0.58120 -5.58881 -0.27 -0.03 0.09
C 2.49255 -0.42219 -5.17914 0.10 -0.01 0.12
C 3.52556 -0.48900 -4.30361 -0.15 0.00 -0.05
C 3.29143 -0.73603 -2.90616 0.11 0.01 -0.04
C 4.30850 -0.84932 -1.93810 0.00 -0.02 0.09
C 3.97414 -1.09887 -0.62356 0.05 0.03 -0.16
C 2.63738 -1.26080 -0.27377 -0.18 -0.07 0.19
N 1.65765 -1.17687 -1.16982 0.10 0.04 -0.10
C 1.97835 -0.90065 -2.46940 -0.07 0.01 0.06
H -2.12133 -0.81191 -5.68550 0.00 0.00 -0.01
H -2.36250 -1.19933 -3.26101 0.01 -0.01 0.01
H 0.14218 -0.41815 -6.65219 0.00 0.00 -0.01
H 2.67912 -0.25328 -6.23187 -0.02 0.00 -0.01
H 4.54430 -0.37282 -4.65001 0.01 0.00 0.02
H 5.34795 -0.74695 -2.22661 0.00 0.00 -0.02
H 4.73640 -1.19267 0.13684 -0.02 0.00 0.03
H 2.34528 -1.46494 0.74622 0.03 0.00 0.00
C -1.95108 1.64581 -1.67788 0.03 0.05 0.02
Ge -1.13257 1.21575 0.01338 -0.06 0.27 0.11
C -2.32424 0.73911 1.41843 0.06 -0.23 -0.01
C -3.54913 1.42010 1.36893 -0.08 -0.07 -0.18
C -4.47974 1.24721 2.38447 0.06 -0.06 0.08
C -4.20388 0.37474 3.42938 0.03 -0.01 -0.03
C -2.99388 -0.32223 3.47362 -0.10 0.08 -0.02
C -2.05233 -0.13934 2.47761 -0.03 0.19 0.04
C 0.50383 2.25828 0.29290 -0.01 -0.21 -0.10
C 1.22662 2.54296 -0.87429 0.07 0.05 0.03
C 2.27288 3.45523 -0.88573 -0.04 -0.02 0.03
C 2.61563 4.12620 0.28763 -0.02 -0.05 -0.04
C 1.92024 3.86697 1.47118 0.04 0.04 -0.03
C 2.25558 4.57887 2.65468 -0.03 -0.02 0.06
C 1.56493 4.36273 3.86001 0.03 0.02 -0.04
C 0.54444 3.43857 3.89009 -0.01 -0.02 0.01
C 0.19203 2.72658 2.73145 -0.04 0.03 0.12
C 0.85999 2.91790 1.49525 0.03 0.04 -0.01
H -2.40702 2.63345 -1.54040 0.02 -0.01 -0.02
H -2.74447 0.94439 -1.92754 -0.01 0.00 0.02
H -1.23517 1.72066 -2.49279 -0.01 0.01 0.00
H -3.79597 2.08600 0.54786 0.02 -0.01 0.02
H -5.41788 1.78428 2.35032 -0.01 0.00 0.02
H -4.93503 0.22968 4.21429 0.00 0.00 0.00
H -2.79481 -1.00066 4.29260 0.00 0.01 0.01
H -1.11067 -0.66676 2.53213 0.08 -0.03 0.00
H 0.95708 2.06438 -1.80877 0.00 -0.01 -0.01
H 2.80235 3.66896 -1.80468 0.00 0.00 0.00
H 3.41560 4.85730 0.28147 0.00 0.00 0.00
H 3.05776 5.30768 2.62066 0.00 0.00 -0.01
H 1.83554 4.92356 4.74509 0.00 0.00 0.00
H -0.00055 3.26120 4.80806 -0.01 -0.01 -0.01
H -0.62426 2.01990 2.79749 -0.02 -0.01 0.00
C -0.06629 -4.84937 3.65673 0.01 0.01 0.01
C -0.54456 -4.04157 2.50642 -0.17 -0.03 -0.05
C -1.76772 -4.05847 1.82802 0.10 -0.06 0.11
C -1.63622 -3.11423 0.83272 0.03 0.10 -0.05
N -0.43284 -2.52766 0.88105 -0.14 0.02 -0.04
N 0.22424 -3.11598 1.90306 0.12 0.01 0.01
C -2.49010 -2.66311 -0.31257 0.05 -0.03 0.01
H -0.81529 -4.86077 4.44704 0.00 0.00 0.00
H 0.86908 -4.46756 4.06286 0.00 0.00 0.00
H 0.09093 -5.88141 3.33948 0.00 -0.01 0.00
H -2.61119 -4.69366 2.04169 0.00 -0.01 0.01
H 1.16441 -2.86448 2.16190 0.01 0.00 -0.01
H -3.47663 -2.31396 0.00325 0.02 0.05 0.02
H -2.60982 -3.41270 -1.09303 0.03 0.01 0.00
H -2.14326 -1.65693 -0.78466 -0.05 -0.04 0.04
```
Positions in Å, forces in eV/Å.

The value obtained for the relative energy (zero: lowest compared OMol25 entry of this formula, charge and spin) is 57.7 kcal per mole. As for the expectation value of S²: 0.7785. Its multiplicity is 2. Its total charge is +4.

Here are the Mulliken charges for atoms 1 to 5, given in e: atom 1 (Pt): -0.218, atom 2 (C): -1.080, atom 3 (C): 0.206, atom 4 (N): 0.232, atom 5 (C): 0.609

=====

> What is the formula in the second record?

C34H31GeN4Pt

=====

> Among the records above, which one has the lowest total charge?

H20O10

=====

> What is the formula in the first record?

H20O10